1.
Below is one molecule with the formula C21H17N3O3S in a non-equilibrium geometry, with properties calculated with ωB97M-V with the def2-TZVPD basis set.

Calculated values
HOMO level: -7.999 eV
total charge: 0
calculated total energy: -1598.6456 a.u.
SMILES string: C[C@H](Sc1nnc(-c2ccc(O)cc2)o1)C(=O)Nc1cccc2ccccc12
energy above the lowest of the compared OMol25 structures with the same formula, charge and spin: 4.00 kcal per mole

Element x y z (Å)
C (4.726, 1.658, 0.804)
C (3.743, 0.526, 1.067)
S (4.296, -0.956, 0.098)
C (2.830, -1.870, -0.011)
N (2.614, -2.896, -0.775)
N (1.310, -3.201, -0.644)
C (0.783, -2.349, 0.184)
C (-0.604, -2.176, 0.523)
C (-1.554, -3.053, 0.000)
C (-2.893, -2.842, 0.248)
C (-3.302, -1.753, 1.016)
O (-4.609, -1.503, 1.268)
C (-2.351, -0.882, 1.544)
C (-1.012, -1.091, 1.302)
O (1.722, -1.481, 0.653)
C (2.308, 0.940, 0.735)
O (1.520, 1.166, 1.623)
N (2.052, 1.054, -0.599)
C (0.760, 0.851, -1.147)
C (0.612, -0.142, -2.086)
C (-0.659, -0.511, -2.542)
C (-1.771, 0.105, -2.042)
C (-1.652, 1.168, -1.124)
C (-2.788, 1.843, -0.631)
C (-2.658, 2.907, 0.216)
C (-1.383, 3.362, 0.583)
C (-0.261, 2.721, 0.138)
C (-0.363, 1.586, -0.692)
H (5.735, 1.348, 1.065)
H (4.712, 1.951, -0.243)
H (4.454, 2.518, 1.414)
H (3.762, 0.242, 2.122)
H (-1.221, -3.882, -0.602)
H (-3.633, -3.519, -0.158)
H (-5.162, -2.182, 0.861)
H (-2.684, -0.042, 2.132)
H (-0.281, -0.404, 1.701)
H (2.800, 0.740, -1.209)
H (1.479, -0.673, -2.457)
H (-0.743, -1.309, -3.263)
H (-2.757, -0.204, -2.354)
H (-3.764, 1.503, -0.943)
H (-3.534, 3.415, 0.592)
H (-1.293, 4.230, 1.220)
H (0.714, 3.089, 0.413)

***

2.
Below is one molecule with the formula C21H17N5O3S3 in a non-equilibrium geometry, with properties calculated with ωB97M-V with the def2-TZVPD basis set.

Calculated values
HOMO level: -8.619 eV
total charge: 0
calculated total energy: -2504.4134 a.u.
SMILES string: O=C(CSc1nccc(Nc2ccc(S(=O)(=O)Nc3cncs3)cc2)n1)c1ccccc1
energy above the lowest of the compared OMol25 structures with the same formula, charge and spin: 0.00 kcal per mole

Element x y z (Å)
O (3.013, 4.249, -3.228)
C (3.149, 3.836, -2.074)
C (3.220, 4.993, -1.074)
S (1.476, 5.245, -0.496)
C (0.787, 3.819, 0.252)
N (1.629, 3.209, 1.053)
C (1.128, 2.218, 1.802)
C (-0.086, 1.699, 1.396)
C (-0.740, 2.255, 0.360)
N (-1.992, 1.731, -0.054)
C (-2.235, 0.388, -0.169)
C (-3.550, -0.046, -0.045)
C (-3.823, -1.376, -0.275)
C (-2.846, -2.355, -0.666)
S (-3.317, -4.065, -0.752)
O (-4.378, -4.261, -1.663)
O (-2.151, -4.824, -1.106)
N (-3.849, -4.275, 0.818)
C (-3.128, -4.203, 1.965)
C (-1.753, -4.363, 2.002)
N (-1.161, -4.307, 3.254)
C (-2.131, -4.124, 4.195)
S (-3.788, -3.904, 3.505)
C (-1.540, -1.929, -0.837)
C (-1.226, -0.602, -0.558)
N (-0.341, 3.371, -0.231)
C (3.372, 2.391, -1.645)
C (3.219, 1.356, -2.595)
C (3.673, 0.063, -2.377)
C (4.113, -0.290, -1.181)
C (4.199, 0.691, -0.200)
C (3.934, 2.046, -0.374)
H (3.928, 4.743, -0.267)
H (3.457, 5.936, -1.621)
H (1.654, 1.726, 2.596)
H (-0.500, 0.834, 1.967)
H (-2.408, 2.262, -0.829)
H (-4.426, 0.584, 0.244)
H (-4.832, -1.765, -0.140)
H (-4.884, -4.200, 0.767)
H (-1.111, -4.737, 1.170)
H (-2.064, -4.000, 5.295)
H (-0.774, -2.642, -0.976)
H (-0.298, -0.076, -0.700)
H (2.957, 1.640, -3.612)
H (3.530, -0.612, -3.199)
H (4.426, -1.345, -0.909)
H (4.486, 0.274, 0.749)
H (3.980, 2.745, 0.464)

***

3.
Below is C21H17N6O9W as an isolated structure in a non-equilibrium geometry, with properties calculated with ωB97M-V with the def2-TZVPD basis set.

Calculated values
HOMO level (spin up / spin down): -10.250 / -10.056 eV
total charge: +1
calculated total energy: -1883.1754 a.u.
energy above the lowest of the compared OMol25 structures with the same formula, charge and spin: 15.76 kcal per mole

Element x y z (Å)
W (-0.120, 0.107, 0.261)
O (3.528, 0.267, -1.946)
C (2.515, -0.045, -1.170)
O (1.435, 0.543, -1.225)
C (2.648, -1.114, -0.223)
C (3.710, -1.999, -0.070)
C (3.562, -3.068, 0.784)
C (2.333, -3.256, 1.425)
C (1.346, -2.325, 1.240)
N (1.514, -1.235, 0.480)
C (-0.046, -2.404, 1.799)
O (-0.391, -3.246, 2.577)
O (-0.783, -1.401, 1.358)
H (3.263, 0.977, -2.554)
H (4.615, -1.838, -0.640)
H (4.366, -3.777, 0.924)
H (2.126, -4.123, 2.040)
O (-2.177, -2.571, -0.842)
C (-1.892, -1.491, -1.248)
O (-0.606, -1.001, -1.219)
C (-2.868, -0.499, -1.858)
C (-2.118, 0.472, -2.786)
C (-3.095, 1.290, -3.622)
C (-3.638, 2.292, -2.576)
C (-2.904, 1.847, -1.319)
O (-1.607, 1.433, -1.826)
C (-3.469, 0.514, -0.792)
C (-2.982, 0.258, 0.629)
O (-3.565, -0.363, 1.455)
O (-1.774, 0.874, 0.854)
H (-3.648, -1.069, -2.355)
H (-1.296, 0.027, -3.334)
H (-2.582, 1.796, -4.437)
H (-3.870, 0.657, -4.052)
H (-3.371, 3.317, -2.830)
H (-4.719, 2.244, -2.449)
H (-2.780, 2.614, -0.563)
H (-4.555, 0.483, -0.782)
N (0.839, 0.874, 4.499)
C (0.633, -0.061, 3.572)
N (0.534, 0.541, 2.401)
C (0.657, 1.856, 2.699)
N (0.857, 2.108, 3.964)
C (0.585, 2.795, 1.597)
C (0.731, 4.168, 1.747)
N (0.716, 4.992, 0.714)
C (0.573, 4.422, -0.480)
C (0.418, 3.061, -0.642)
N (0.413, 2.225, 0.408)
H (0.951, 0.754, 5.494)
H (0.543, -1.115, 3.782)
H (0.857, 4.580, 2.742)
H (0.568, 5.078, -1.342)
H (0.277, 2.624, -1.614)

***

4.
Below is C21H18BCl2N9ORu as an isolated structure, with properties calculated with ωB97M-V with the def2-TZVPD basis set.

Calculated values
HOMO level (spin up / spin down): -10.756 / -10.695 eV
total charge: +1
calculated total energy: -2419.1935 a.u.
multiplicity: 2
energy above the lowest of the compared OMol25 structures with the same formula, charge and spin: 3.83 kcal per mole

Element x y z (Å)
Ru (-0.388, -0.033, 0.305)
C (0.026, 3.076, -2.618)
C (-0.258, 1.752, -2.287)
N (-0.227, 1.602, -0.965)
N (0.072, 2.801, -0.426)
C (0.228, 3.704, -1.404)
B (0.096, 2.964, 1.105)
N (1.223, 2.052, 1.666)
C (2.292, 2.324, 2.423)
C (2.909, 1.133, 2.763)
C (2.122, 0.149, 2.170)
N (1.115, 0.718, 1.505)
N (-1.238, 2.425, 1.673)
C (-2.149, 3.034, 2.445)
C (-3.136, 2.124, 2.771)
C (-2.743, 0.941, 2.152)
N (-1.601, 1.136, 1.496)
H (0.063, 3.514, -3.599)
H (-0.504, 0.922, -2.929)
H (0.459, 4.729, -1.170)
H (0.267, 4.101, 1.422)
H (2.533, 3.342, 2.681)
H (3.789, 0.998, 3.365)
H (2.232, -0.924, 2.182)
H (-2.029, 4.070, 2.712)
H (-4.015, 2.293, 3.367)
H (-3.220, -0.026, 2.136)
Cl (-3.430, -2.269, -2.945)
C (-1.714, -2.157, -3.026)
C (-1.036, -2.660, -4.153)
C (0.325, -2.589, -4.243)
Cl (1.128, -3.205, -5.644)
C (1.087, -2.008, -3.198)
C (2.490, -1.855, -3.197)
C (3.096, -1.245, -2.136)
C (2.321, -0.788, -1.057)
N (1.016, -0.936, -1.015)
C (0.387, -1.526, -2.079)
C (-1.025, -1.579, -1.984)
O (-1.590, -1.109, -0.880)
H (-1.611, -3.102, -4.955)
H (3.066, -2.211, -4.040)
H (4.166, -1.099, -2.109)
H (2.790, -0.290, -0.221)
N (-1.345, -2.710, 1.272)
C (-1.505, -3.569, 2.288)
C (-0.913, -3.004, 3.396)
C (-0.421, -1.772, 2.952)
N (-0.691, -1.607, 1.661)
H (-1.719, -2.716, 0.330)
H (-2.028, -4.500, 2.155)
H (-0.853, -3.417, 4.386)
H (0.090, -1.001, 3.503)

***

5.
Below is C21H18Br4N3O5Pt as an isolated structure in a non-equilibrium geometry, with properties calculated with ωB97M-V with the def2-TZVPD basis set.

Calculated values
HOMO level: -4.334 eV
total charge: -1
calculated total energy: -11767.0284 a.u.
energy above the lowest of the compared OMol25 structures with the same formula, charge and spin: 0.00 kcal per mole

Element x y z (Å)
Pt (0.255, -0.392, -0.016)
Br (5.766, 1.205, 3.815)
C (4.008, 0.767, 3.271)
C (3.071, 0.355, 4.202)
Br (3.492, 0.243, 6.042)
C (1.778, 0.024, 3.761)
Br (0.423, -0.575, 4.949)
C (1.431, 0.107, 2.429)
O (0.215, -0.172, 1.974)
C (2.381, 0.549, 1.466)
O (2.011, 0.622, 0.207)
C (3.661, 0.857, 1.913)
Br (4.899, 1.390, 0.589)
O (-0.707, -1.598, -3.742)
C (-0.554, -1.362, -2.554)
O (0.215, -0.485, -2.031)
C (-1.351, -2.188, -1.549)
C (-2.421, -3.001, -1.985)
C (-3.091, -3.741, -1.065)
C (-2.675, -3.730, 0.290)
C (-3.301, -4.512, 1.293)
C (-2.843, -4.481, 2.577)
C (-1.732, -3.676, 2.918)
C (-1.111, -2.906, 1.977)
C (-1.589, -2.911, 0.646)
N (-0.966, -2.127, -0.293)
H (-2.658, -2.996, -3.039)
H (-3.936, -4.358, -1.351)
H (-4.138, -5.141, 1.015)
H (-3.329, -5.075, 3.341)
H (-1.365, -3.665, 3.937)
H (-0.277, -2.263, 2.222)
C (-2.634, 1.901, 3.125)
N (-2.963, 1.196, 1.896)
C (-3.030, -0.244, 2.054)
C (-2.561, 1.671, 0.673)
O (-2.185, 0.953, -0.241)
N (-2.575, 3.055, 0.536)
C (-1.931, 3.584, -0.650)
C (-3.685, 3.840, 1.031)
H (-1.861, 1.345, 3.664)
H (-3.512, 1.998, 3.771)
H (-2.243, 2.890, 2.906)
H (-3.756, -0.480, 2.835)
H (-2.053, -0.641, 2.335)
H (-3.346, -0.702, 1.119)
H (-1.125, 2.922, -0.952)
H (-1.525, 4.573, -0.426)
H (-2.635, 3.674, -1.486)
H (-4.307, 3.242, 1.692)
H (-4.307, 4.185, 0.196)
H (-3.341, 4.722, 1.581)